{"formula": "C60H156N12O18", "method": "the ωB97M-V functional and the def2-TZVPD basis", "charge": 0, "orbital_gap_ha": 0.319, "smiles": "COC[C@H](C)N.COC[C@H](C)N.COC[C@H](C)N.COC[C@H](C)N.COC[C@H](C)N.COC[C@H](C)N.COCCNCCOC.COCCNCCOC.COCCNCCOC.COCCNCCOC.COCCNCCOC.COCCNCCOC", "energy_ev": -119468.83264, "e_homo_ev": -8.53, "elements": ["C", "O", "C", "C", "N", "C", "C", "O", "C", "H", "H", "H", "H", "H", "H", "H", "H", "H", "H", "H", "H", "H", "H", "H", "C", "O", "C", "C", "N", "C", "C", "O", "C", "H", "H", "H", "H", "H", "H", "H", "H", "H", "H", "H", "H", "H", "H", "H", "C", "O", "C", "C", "N", "C", "C", "O", "C", "H", "H", "H", "H", "H", "H", "H", "H", "H", "H", "H", "H", "H", "H", "H", "C", "O", "C", "C", "N", "C", "C", "O", "C", "H", "H", "H", "H", "H", "H", "H", "H", "H", "H", "H", "H", "H", "H", "H", "C", "O", "C", "C", "N", "C", "C", "O", "C", "H", "H", "H", "H", "H", "H", "H", "H", "H", "H", "H", "H", "H", "H", "H", "C", "O", "C", "C", "N", "C", "C", "O", "C", "H", "H", "H", "H", "H", "H", "H", "H", "H", "H", "H", "H", "H", "H", "H", "C", "C", "C", "O", "C", "N", "H", "H", "H", "H", "H", "H", "H", "H", "H", "H", "H", "C", "C", "C", "O", "C", "N", "H", "H", "H", "H", "H", "H", "H", "H", "H", "H", "H", "C", "C", "C", "O", "C", "N", "H", "H", "H", "H", "H", "H", "H", "H", "H", "H", "H", "C", "C", "C", "O", "C", "N", "H", "H", "H", "H", "H", "H", "H", "H", "H", "H", "H", "C", "C", "C", "O", "C", "N", "H", "H", "H", "H", "H", "H", "H", "H", "H", "H", "H", "C", "C", "C", "O", "C", "N", "H", "H", "H", "H", "H", "H", "H", "H", "H", "H", "H"], "xyz": [[2.3865, 8.7470, 4.1286], [1.2103, 8.9199, 3.2995], [1.3905, 8.9519, 1.8501], [1.6420, 7.5054, 1.3216], [1.1740, 7.4068, -0.0758], [2.1136, 7.8192, -1.1711], [1.4292, 7.6823, -2.5188], [0.8090, 6.4252, -2.6551], [0.1822, 6.2289, -3.9160], [2.7665, 7.7264, 4.1738], [2.2365, 9.0743, 5.1575], [3.2566, 9.2484, 3.7048], [2.2111, 9.6175, 1.5824], [0.4336, 9.3009, 1.4619], [1.1656, 6.7065, 1.8900], [2.6992, 7.2445, 1.3691], [0.8028, 6.4922, -0.2898], [2.9700, 7.1519, -1.0747], [2.4111, 8.8628, -1.0683], [2.1132, 7.8924, -3.3410], [0.6661, 8.4510, -2.6407], [0.9439, 5.8523, -4.5986], [-0.4516, 7.0589, -4.2283], [-0.3901, 5.3190, -3.7353], [-7.9633, -0.4931, 4.8268], [-7.2475, -1.7086, 5.0469], [-6.1981, -1.8909, 4.1328], [-5.5479, -3.2503, 4.3542], [-4.8523, -3.4772, 5.6320], [-5.5073, -3.0865, 6.9322], [-4.7495, -3.6927, 8.1222], [-5.5600, -3.7143, 9.2976], [-5.7172, -2.4300, 9.8329], [-8.3384, -0.3818, 3.8094], [-7.3286, 0.3554, 5.0823], [-8.8012, -0.4051, 5.5183], [-5.4449, -1.1239, 4.3134], [-6.3513, -1.8706, 3.0538], [-4.7784, -3.4825, 3.6181], [-6.2189, -4.0941, 4.1935], [-4.6222, -4.4548, 5.7389], [-6.5641, -3.3533, 6.9229], [-5.5165, -1.9971, 6.9691], [-3.9000, -3.0381, 8.3170], [-4.2363, -4.6251, 7.8867], [-4.7563, -2.0416, 10.1704], [-6.3499, -2.5430, 10.7133], [-6.0987, -1.6875, 9.1320], [7.7979, -3.4984, 1.7828], [8.0850, -4.8849, 1.8341], [8.0072, -5.3503, 3.1832], [8.1306, -6.8540, 3.3602], [6.7703, -7.4644, 3.2488], [6.6838, -8.7564, 3.9146], [5.3099, -9.4139, 3.5690], [4.2007, -8.6999, 4.0387], [2.9118, -9.3489, 3.8551], [7.8523, -3.1817, 0.7412], [8.5247, -2.8992, 2.3311], [6.8246, -3.2934, 2.2285], [7.1747, -4.9136, 3.7348], [8.8552, -4.8799, 3.6809], [8.6416, -7.1845, 4.2645], [8.8270, -7.2008, 2.5968], [6.1066, -6.7694, 3.5594], [6.8321, -8.6509, 4.9893], [7.5201, -9.3745, 3.5881], [5.1837, -10.3986, 4.0188], [5.1651, -9.5903, 2.5031], [2.7061, -10.1537, 4.5609], [2.8002, -9.6801, 2.8226], [2.1144, -8.6875, 4.1940], [-0.2410, -0.9771, 0.6867], [-0.1991, 0.1955, -0.1034], [-1.1308, 1.2433, 0.3234], [-1.0914, 2.3493, -0.7286], [0.0341, 3.3274, -0.5257], [1.3930, 2.8230, -0.3050], [1.9837, 2.1387, -1.5790], [3.4372, 1.8078, -1.4919], [3.8852, 0.9871, -0.3816], [0.5028, -1.5885, 0.1757], [-1.2316, -1.4299, 0.6436], [0.1236, -0.8126, 1.7007], [-0.7965, 1.6461, 1.2795], [-2.1023, 0.7495, 0.3425], [-1.9807, 2.9622, -0.5816], [-1.0639, 2.0039, -1.7621], [-0.1083, 3.9179, -1.3327], [1.3514, 2.0719, 0.4837], [2.0736, 3.5772, 0.0900], [1.9698, 2.8399, -2.4134], [1.4227, 1.2301, -1.7980], [3.4049, 0.0290, -0.1835], [3.6571, 1.5682, 0.5119], [4.9647, 0.8520, -0.4493], [-1.6752, -9.0268, -9.7313], [-2.4863, -8.3125, -8.8434], [-2.1089, -8.3418, -7.4529], [-2.9514, -7.2779, -6.7194], [-2.3882, -6.7840, -5.5073], [-1.2444, -5.9878, -5.8253], [-0.6957, -5.2251, -4.5933], [0.5531, -4.6519, -4.9562], [0.9919, -3.6115, -4.1303], [-0.6151, -8.8154, -9.5914], [-1.8894, -8.6844, -10.7437], [-1.8318, -10.1030, -9.6577], [-1.0365, -8.1603, -7.3812], [-2.3711, -9.3274, -7.0682], [-3.9462, -7.7044, -6.5906], [-3.2122, -6.4670, -7.3995], [-2.1489, -7.5790, -4.9321], [-1.4245, -5.2766, -6.6314], [-0.4150, -6.6449, -6.0869], [-0.6364, -5.7670, -3.6494], [-1.4222, -4.4447, -4.3668], [1.8365, -3.0672, -4.5527], [1.2460, -3.9678, -3.1321], [0.1822, -2.8844, -4.0686], [-3.1949, 6.1775, 1.8275], [-4.4301, 6.8402, 1.4940], [-4.2041, 8.2100, 1.0424], [-3.7384, 8.2998, -0.4275], [-4.5557, 7.4812, -1.2880], [-3.8481, 6.9201, -2.4784], [-4.6170, 5.8478, -3.2373], [-4.9171, 4.5806, -2.5247], [-5.5033, 3.5116, -3.2506], [-2.7931, 6.6867, 2.7034], [-2.4680, 6.2699, 1.0205], [-3.3843, 5.1173, 1.9959], [-3.4395, 8.6694, 1.6688], [-5.1018, 8.7759, 1.2913], [-2.6943, 7.9965, -0.5053], [-3.7746, 9.3020, -0.8547], [-4.9392, 6.8103, -0.6377], [-2.9369, 6.4810, -2.0721], [-3.5962, 7.7577, -3.1289], [-4.0883, 5.5341, -4.1374], [-5.6238, 6.2361, -3.3910], [-5.6197, 2.6454, -2.5993], [-4.7977, 3.3683, -4.0691], [-6.4342, 3.8636, -3.6952], [1.3399, -4.2169, 4.6894], [2.8475, -3.9318, 4.4763], [3.2851, -2.6392, 5.1406], [2.3835, -1.6104, 4.8691], [2.7741, -0.3372, 5.3879], [3.6393, -5.0642, 4.9886], [1.1388, -4.5713, 5.7003], [1.0283, -5.0321, 4.0364], [0.7054, -3.3484, 4.5130], [3.0683, -3.7797, 3.4198], [4.3213, -2.3689, 4.9372], [3.2616, -2.8321, 6.2132], [3.7640, -0.0551, 5.0293], [2.8375, -0.2489, 6.4725], [2.0980, 0.4105, 4.9733], [3.4417, -5.1685, 5.9736], [3.2649, -5.9491, 4.6777], [-9.0259, -0.2884, -1.8488], [-9.6696, 0.5801, -0.7925], [-8.8630, 1.7780, -0.3348], [-7.6776, 1.3485, 0.2133], [-6.8856, 2.4166, 0.8534], [-10.9799, 0.9947, -1.2958], [-9.6449, -1.1840, -1.9009], [-7.9881, -0.4097, -1.5386], [-8.9371, 0.1878, -2.8253], [-9.7172, -0.0254, 0.1126], [-9.3388, 2.3597, 0.4548], [-8.6183, 2.4138, -1.1857], [-5.9715, 2.0777, 1.3410], [-7.4895, 2.9113, 1.6141], [-6.7631, 3.3065, 0.2359], [-11.6405, 0.2527, -1.4779], [-11.4341, 1.6411, -0.6666], [-4.4729, 3.6494, 9.0689], [-4.7974, 3.6397, 7.5868], [-4.4486, 2.2981, 6.9105], [-3.1087, 1.9228, 7.1626], [-2.4791, 1.0076, 6.3959], [-6.1754, 3.9088, 7.3308], [-4.6851, 4.5571, 9.6337], [-3.4012, 3.4793, 9.1713], [-4.8663, 2.8119, 9.6450], [-4.1722, 4.4269, 7.1653], [-4.5676, 2.4236, 5.8343], [-5.1269, 1.4990, 7.2099], [-3.1464, 0.2586, 5.9694], [-1.6265, 0.5329, 6.8815], [-2.0474, 1.4841, 5.5157], [-6.4760, 4.8553, 7.5153], [-6.7322, 3.3650, 7.9745], [10.6295, -6.3121, -3.0860], [10.2828, -4.7881, -3.1721], [8.7971, -4.5477, -3.2749], [8.4780, -3.1697, -3.5225], [7.1627, -2.8044, -3.4902], [10.8108, -4.2342, -1.9570], [10.2756, -6.8021, -3.9931], [10.1925, -6.9078, -2.2845], [11.6995, -6.5170, -3.0513], [10.7894, -4.3325, -4.0229], [8.1982, -5.0082, -2.4891], [8.4811, -5.0832, -4.1701], [6.7137, -2.7819, -2.4973], [6.6311, -3.4589, -4.1809], [6.9863, -1.7939, -3.8588], [10.2006, -4.3939, -1.1682], [10.7307, -3.2329, -2.0619], [-0.1242, 0.5451, -6.9482], [-0.6991, -0.7496, -7.5407], [-2.0778, -0.6356, -8.2304], [-3.1213, -0.2878, -7.3019], [-3.5786, -1.3321, -6.4762], [0.2808, -1.1296, -8.5222], [-0.8936, 0.7179, -6.1957], [-0.1109, 1.2988, -7.7356], [0.8685, 0.4930, -6.5011], [-0.7168, -1.4421, -6.6992], [-2.3085, -1.5662, -8.7490], [-2.0973, 0.0807, -9.0518], [-4.3336, -1.0869, -5.7291], [-2.7777, -1.8193, -5.9201], [-4.0127, -2.0877, -7.1311], [1.2094, -1.3587, -8.1979], [0.1562, -1.9716, -9.0659], [5.5166, 4.3110, -5.9921], [6.6198, 4.6328, -5.0013], [6.1668, 5.6229, -3.9338], [7.3096, 6.0602, -3.2061], [7.0085, 6.8506, -2.0359], [7.0901, 3.4093, -4.4137], [5.0269, 5.1480, -6.4898], [4.7135, 3.7070, -5.5697], [5.9324, 3.6567, -6.7583], [7.4296, 5.1004, -5.5613], [5.3882, 5.1860, -3.3085], [5.6816, 6.3930, -4.5334], [6.5563, 7.7977, -2.3300], [7.9506, 7.1613, -1.5842], [6.3597, 6.2710, -1.3792], [7.5655, 3.7361, -3.5847], [6.3205, 2.8663, -4.0490]], "forces_ev_per_angstrom": [[0.15, -0.20, -1.27], [0.79, 0.24, 0.30], [-0.05, -1.79, 1.71], [0.15, 0.48, -1.43], [-0.04, 0.79, -0.45], [-1.07, -1.04, 1.12], [-0.31, 0.33, -0.11], [0.13, 0.20, 0.19], [0.53, -1.56, 1.13], [-0.57, -0.53, -0.04], [-0.47, 0.22, -0.29], [-0.07, 0.69, -0.06], [0.01, 0.15, -0.06], [0.18, 0.06, -0.03], [-0.49, 0.49, 0.25], [0.48, 0.18, 0.13], [0.10, -0.03, 0.01], [0.55, 0.16, -0.46], [0.09, -0.04, 0.21], [0.51, -0.29, -0.09], [-0.31, 0.26, 0.34], [0.03, 0.83, -0.70], [0.22, 0.02, -0.19], [-0.66, 0.22, -0.20], [0.31, 0.11, 0.50], [-1.11, 0.21, -0.86], [1.72, -0.83, 0.57], [0.47, -1.19, 0.84], [0.09, 0.82, 1.59], [0.09, -0.24, -1.60], [0.08, 1.44, -0.12], [0.35, -0.81, -0.89], [0.30, 0.07, 0.57], [0.10, -0.16, -0.14], [0.28, 0.22, -0.27], [-0.02, -0.54, -0.01], [0.29, 0.28, 0.08], [-1.19, 0.32, -0.10], [0.07, 0.72, -0.41], [-0.97, 0.29, -0.06], [0.00, -0.12, -0.39], [-0.15, -0.40, 0.32], [0.19, 0.01, 0.15], [0.25, 0.28, 0.11], [-0.84, -0.58, 0.25], [0.30, 0.06, 0.13], [-0.16, 0.21, -0.19], [-0.43, -0.13, -0.09], [0.22, -0.30, -0.11], [-0.63, -0.33, 0.29], [1.56, 0.68, 0.59], [-1.30, -0.11, -0.94], [1.67, 0.11, -0.50], [-1.55, 0.52, -0.48], [0.13, -1.16, 0.31], [-1.56, 0.99, 0.59], [0.96, 0.49, 0.59], [-0.24, -0.10, 0.03], [0.31, -0.04, 0.23], [-0.27, 0.08, -0.19], [-0.69, -0.22, -0.28], [0.43, -0.02, 0.30], [-0.17, 0.59, 0.66], [-0.30, -0.24, -0.51], [-0.29, -0.38, 0.34], [-0.33, -0.13, 0.44], [-0.24, -0.22, -0.37], [0.76, -0.46, 0.20], [0.52, 0.29, -0.40], [0.84, -0.72, -0.10], [-0.20, 0.03, 0.01], [0.26, 0.73, -0.68], [0.74, 0.41, -0.89], [-0.59, 1.12, 0.41], [1.24, -1.06, -1.61], [0.85, 0.64, 1.00], [-0.80, -0.45, 0.42], [-0.02, -0.96, -1.05], [1.71, -0.01, 1.06], [-0.89, -0.68, 0.23], [-0.83, 1.52, 0.21], [-0.23, -0.54, 0.25], [-0.05, -0.17, 0.26], [-0.29, 0.07, 0.27], [-0.33, -0.03, 0.25], [-0.29, 0.36, 0.37], [-0.22, -0.09, -0.18], [-0.28, -0.64, 0.11], [0.99, 0.52, 0.01], [-0.20, -0.04, 0.02], [-0.15, 0.42, -0.34], [-0.18, -0.08, -0.04], [-0.05, 0.02, -0.08], [-0.30, -0.24, -0.82], [0.36, 0.00, 0.40], [-0.15, 0.09, -0.28], [0.28, 0.06, -0.10], [-0.21, 0.57, 0.58], [-0.62, 0.19, -1.25], [-1.11, -0.86, -1.33], [-0.89, 0.31, 0.11], [2.17, -0.12, 1.78], [-0.54, 1.00, -0.59], [0.11, -0.67, -0.58], [-0.67, 0.39, 0.17], [0.25, 0.00, 0.31], [-0.32, -0.12, 0.04], [-0.03, -0.18, -0.02], [0.10, -0.03, 0.16], [0.30, -0.21, 0.27], [-0.03, -0.27, 0.58], [0.63, 0.26, -0.12], [0.21, 0.12, 0.32], [-0.18, -0.12, 0.09], [0.35, 0.16, -0.65], [0.24, -0.72, -0.14], [-0.10, 0.49, 0.01], [0.12, -0.48, -0.24], [0.06, 0.01, 0.19], [-0.13, 0.30, 0.39], [-0.51, 0.78, -0.34], [0.50, 0.66, -0.60], [0.31, -0.44, 0.32], [-0.06, 0.07, -0.39], [-0.81, -0.36, -0.54], [-0.31, -0.81, 2.31], [-1.60, -1.49, 0.49], [1.09, 1.33, 1.78], [0.91, 1.90, -0.81], [0.22, -0.32, 0.23], [0.08, -0.05, -0.14], [-0.16, 0.19, 0.16], [0.30, -0.04, 0.08], [-0.28, -0.28, -0.51], [0.44, -0.14, 0.25], [0.09, 0.50, 0.65], [-0.11, -0.94, -0.70], [0.64, -0.13, -0.40], [-0.06, -0.18, -0.25], [-0.06, 0.46, -0.33], [0.04, 0.34, -0.87], [0.03, 0.20, -0.10], [-0.16, -0.97, -0.35], [-0.43, -0.37, 0.06], [0.22, 0.24, -0.29], [-0.73, -0.35, -0.01], [-0.01, -0.55, 1.40], [-0.14, 1.09, -0.11], [0.28, -0.11, -0.81], [0.29, 0.29, 0.07], [0.20, 0.15, 0.23], [-0.01, 0.04, -0.18], [0.06, -0.03, -0.12], [-0.16, -0.42, -0.23], [0.14, 0.02, -0.51], [0.07, -0.04, 0.57], [0.29, -0.14, -0.20], [-0.42, -0.42, 0.21], [-0.21, -0.18, 0.23], [0.19, 0.47, 0.54], [0.03, -0.12, -0.85], [0.68, 0.68, 0.26], [-0.72, -0.10, 0.08], [0.02, 0.84, -0.68], [3.11, -0.01, 1.43], [-1.96, 0.09, -0.20], [0.03, 0.81, 0.22], [0.58, -0.29, -0.25], [-0.06, -0.90, 0.08], [-0.52, 0.16, -0.04], [-0.28, -0.36, 0.24], [-0.88, 0.22, -0.20], [-0.36, 0.45, -0.27], [-0.16, -0.40, -0.60], [-0.36, -0.52, 0.68], [0.70, -0.44, -0.93], [0.31, -0.29, 0.05], [-0.06, 0.06, 0.11], [1.35, -0.75, 0.72], [0.73, -0.10, 0.87], [0.61, 0.14, -0.69], [-0.54, 1.67, 2.54], [0.49, -0.88, -2.18], [-1.41, -0.07, -0.51], [-0.29, 0.20, -0.45], [0.25, 0.17, 0.02], [-0.60, -0.14, -0.22], [-0.08, -0.04, -0.45], [-0.23, 0.13, -0.23], [-0.24, -0.11, 0.30], [-0.18, -0.46, 0.30], [-0.32, -0.02, 0.51], [0.19, 0.26, -0.41], [0.45, 0.26, -0.11], [-0.18, -0.33, -0.01], [-0.46, -0.06, -1.44], [-0.01, -1.66, 1.52], [-1.07, -0.13, -1.99], [2.51, -0.03, 0.87], [-1.40, -0.05, -0.46], [0.74, 1.67, 0.52], [-0.05, -0.12, -0.23], [-0.28, 0.63, 0.39], [0.04, 0.52, 0.07], [0.00, -0.08, -0.02], [0.20, 0.32, 0.66], [-0.31, -0.26, -0.37], [-0.06, -0.55, 0.30], [-0.69, -0.19, 0.18], [0.66, 0.12, -0.21], [-0.19, -0.61, 0.14], [0.34, 0.47, 0.11], [-1.84, -0.11, -0.10], [1.53, 0.15, -0.16], [-0.13, -0.05, 1.02], [0.28, 0.74, -0.07], [0.35, -1.16, -0.56], [1.07, -1.10, -1.82], [0.34, 1.09, 0.36], [-0.10, 0.21, 0.21], [-0.13, -0.48, -0.03], [-0.54, -0.44, 0.05], [-0.06, -0.54, 0.27], [0.22, 0.50, 0.41], [0.03, 0.87, -0.37], [0.29, 0.01, 0.04], [-0.20, -0.37, 0.06], [0.12, 0.81, 0.90], [-1.21, -0.17, -0.16], [-0.30, -0.54, -0.46], [-0.92, 0.23, -0.04], [0.17, 0.26, -0.95], [-0.47, 0.25, 0.44], [0.24, -0.19, -1.25], [0.79, -0.31, 0.43], [0.30, 0.25, 0.11], [-0.07, 0.06, 0.47], [0.11, 0.13, -0.16], [0.21, 0.07, 0.09], [0.04, -0.21, 0.40], [0.04, 0.91, 0.40], [-0.52, -0.02, -0.06], [0.02, -0.58, 0.16], [0.06, 0.20, 0.29], [0.61, -0.41, 0.29], [-0.38, -0.11, -0.11]], "mulliken_charge": [-0.7454, -0.4005, -0.5303, -0.6773, 0.0923, -0.6826, -0.7317, -0.0665, -0.8672, 0.2836, 0.2668, 0.3363, 0.3372, 0.3238, 0.4469, 0.2719, 0.0298, 0.4218, 0.2998, 0.3888, 0.3784, 0.3141, 0.3226, 0.2002, -0.5960, -0.3007, -0.1789, -0.8764, -0.3618, -0.1006, -0.5279, -0.4079, -0.6685, 0.2180, 0.2145, 0.2745, 0.1504, 0.3734, 0.3848, 0.3798, 0.2413, 0.2895, -0.0317, 0.2851, 0.4249, 0.2978, 0.2660, 0.2668, -0.6233, -0.2704, -0.6561, -0.5788, -0.2107, -0.6836, -0.7073, -0.2468, -0.7763, 0.1585, 0.3378, 0.2469, 0.3466, 0.3710, 0.4037, 0.2871, 0.1193, 0.3911, 0.4076, 0.4434, 0.3530, 0.3208, 0.3292, 0.2288, -0.9290, -0.0635, -1.0311, -0.5611, -0.0773, -0.7769, -0.1730, -0.3297, -0.7655, 0.2305, 0.3130, 0.3530, 0.3655, 0.5359, 0.5445, 0.3646, 0.0110, 0.2742, 0.4102, 0.1988, 0.2355, 0.2520, 0.3304, 0.2637, -0.7318, -0.3153, -0.2134, -0.8294, -0.2809, -0.4338, -0.6038, -0.3432, -0.6801, 0.3179, 0.2515, 0.2702, 0.2917, 0.2990, 0.3459, 0.3671, 0.2743, 0.3434, 0.1486, 0.3692, 0.3016, 0.2843, 0.3175, 0.2439, -0.5100, -0.3814, -0.6369, -0.2935, -0.4466, -0.1335, -0.8788, -0.1392, -0.7535, 0.3220, 0.1425, 0.2285, 0.3670, 0.3090, 0.0021, 0.3799, 0.3451, 0.2266, 0.2791, 0.4198, 0.3468, 0.1690, 0.3350, 0.2970, -1.3663, 0.6006, -0.8478, -0.1594, -0.8604, -0.6103, 0.3158, 0.3777, 0.3465, 0.1978, 0.3816, 0.3065, 0.3539, 0.3102, 0.2449, 0.2905, 0.1220, -1.3842, 0.6864, -0.7581, -0.2883, -0.9007, -0.6784, 0.3601, 0.3101, 0.3450, 0.1438, 0.3718, 0.3078, 0.3222, 0.3678, 0.3317, 0.2493, 0.2110, -1.4581, 0.4280, -0.4194, -0.3424, -0.6264, -0.6887, 0.3951, 0.3478, 0.3189, 0.3018, 0.3515, 0.1413, 0.1582, 0.2675, 0.2869, 0.2667, 0.2602, -1.4483, 0.4117, -0.7207, -0.3117, -0.6983, -0.7228, 0.3901, 0.3009, 0.3743, 0.3531, 0.3863, 0.3522, 0.2453, 0.2974, 0.2660, 0.2095, 0.3203, -1.4598, 1.3393, -0.7134, -0.3271, -0.5510, -0.8079, 0.2782, 0.3455, 0.4093, -0.3237, 0.3475, 0.3022, 0.2859, 0.1183, 0.2804, 0.2450, 0.2383, -1.4646, 0.5110, -0.5818, -0.3718, -0.6530, -0.7153, 0.4100, 0.2565, 0.3685, 0.2351, 0.2739, 0.3558, 0.2798, 0.2511, 0.2743, 0.3200, 0.2610]}